No. 1
Below is 2 unconnected molecules or ions with the total composition C5H8NO, with properties calculated with ωB97M-V/def2-TZVPD.

Last column: Mulliken charge in e.
CARTESIAN COORDINATES (ANGSTROEM)
H -0.98 -0.67 -2.76  0.3051
N -0.31 2.48 -0.51  0.4268
H 1.96 0.16 -0.63  0.3624
C -1.07 0.40 1.31  -1.3762
C -0.66 -1.22 -1.98  -0.8301
H -1.01 -0.61 1.75  0.3763
C -0.13 0.24 0.13  0.7084
C 1.37 0.52 0.27  -1.2624
H 1.62 0.09 1.17  0.3909
C -0.36 -0.63 -0.85  0.3073
O -0.58 2.68 -1.55  0.0128
H -2.04 0.54 1.06  0.4372
H -0.73 1.17 1.91  0.4168
H 1.76 1.53 0.48  0.4456
H -0.65 -2.26 -1.96  0.2793

Output
charge: +1
energy above the lowest of the compared OMol25 structures with the same formula, charge and spin: 127.3 kcal/mol
orbital gap (alpha / beta): 8.2 / 6.3 eV
2S+1: 1

No. 2
Below is a gas-phase ion, C22H29N2 (charge +1), with properties calculated with ωB97M-V/def2-TZVPD.

Last column: Mulliken charge in e.
CARTESIAN COORDINATES (ANGSTROEM)
H -6.40 0.27 1.99  0.3684
C -3.19 0.41 3.13  -0.7443
H -1.02 0.72 -2.85  0.3319
C -1.76 -1.08 1.86  -0.3300
H -6.02 0.57 3.66  0.3336
H 1.35 -3.54 2.21  0.4445
C -4.33 -0.04 2.46  0.9078
C 0.14 1.69 1.58  -0.0752
H -1.11 0.16 3.59  0.5720
N 2.80 -0.54 2.49  0.1933
H -1.96 -0.36 -0.23  0.0624
H 4.38 -1.37 3.58  0.3259
H 1.35 -2.89 -2.53  0.3371
H 2.95 -3.17 2.99  0.4298
C -1.93 -0.16 2.93  -0.4154
C -0.47 -1.50 1.14  0.4070
C -1.75 0.13 -2.28  -1.4757
C 2.25 -2.93 2.18  -1.7057
H -5.05 -1.52 1.07  0.3402
H 4.70 -1.28 1.79  0.3040
C 0.69 -0.88 1.81  0.5193
H -0.63 -2.29 -1.00  0.5259
C 2.90 1.96 2.22  -0.8223
C 1.92 -2.05 -2.13  -1.3723
H 3.94 2.05 2.51  0.2764
H 1.81 -1.31 -0.12  -0.3517
C -1.13 -0.22 -0.92  0.0391
H 4.73 0.20 2.79  0.3069
H -0.89 1.57 1.22  0.4899
N -0.24 -1.41 -0.62  0.1006
C 1.87 -1.51 2.20  0.0028
C -5.63 0.67 2.65  -1.4835
H -5.50 1.74 2.45  0.3453
H -0.54 0.62 -0.56  0.2774
H -2.14 -0.72 -2.87  0.3371
C -4.18 -1.15 1.61  -0.6279
C -2.94 -1.73 1.41  -0.4983
C 2.14 3.08 1.87  -0.8501
C 1.25 -1.21 -1.05  0.4689
H -0.46 -2.62 1.12  0.5975
C 0.79 2.93 1.54  -1.1927
C 4.23 -0.77 2.67  -0.9427
C 0.89 0.56 1.93  1.3224
H 2.57 4.08 1.95  0.4024
H 2.17 -1.35 -2.94  0.3150
H 2.75 -3.20 1.25  0.2982
H -2.62 0.78 -2.04  0.3982
H 2.84 -2.48 -1.71  0.3699
H -2.82 -2.62 0.78  0.3453
H -3.31 1.27 3.80  0.4177
H 0.23 3.80 1.20  0.3977
C 2.25 0.74 2.32  -0.3433
H 1.34 -0.16 -1.35  0.3195

Output
charge: +1
energy above the lowest of the compared OMol25 structures with the same formula, charge and spin: 42.7 kcal/mol
orbital gap: 8.0 eV
2S+1: 1
SMILES string: CC[NH+](CC)[C@H](c1ccc(C)cc1)c1c(C)n(C)c2ccccc12

No. 3
Below is 2 unconnected molecules or ions with the total composition C12H24O6S, with properties calculated with ωB97M-V/def2-TZVPD.

Last column: Mulliken charge in e.
CARTESIAN COORDINATES (ANGSTROEM)
H -0.31 -2.69 -0.06  0.5039
H -0.86 1.51 -1.19  -0.0588
H 4.04 0.33 2.32  0.1680
H 2.28 0.38 -3.44  0.2500
C 0.77 -1.20 1.00  0.1742
C 1.68 1.23 -3.11  -0.8740
C -0.47 1.67 -2.20  0.0507
H -2.31 0.90 1.90  0.4034
O 1.74 0.10 4.12  -0.5224
H 0.74 -3.27 2.71  0.2745
H 1.00 -0.74 0.04  0.4517
H -2.03 2.84 3.69  0.4116
H -0.06 2.68 -2.24  0.3679
O -1.18 1.78 -4.52  -0.3739
H -0.39 2.18 3.83  0.2689
H -2.38 2.23 -2.95  0.3828
O -0.27 0.86 1.65  -0.1789
H -2.03 0.50 -3.12  0.3381
H 2.29 1.85 -2.45  0.3260
H 1.38 1.81 -3.98  0.3922
H -1.76 1.16 4.12  0.2435
H -1.85 0.13 -5.58  0.3271
H 2.44 -1.99 2.02  0.4028
O -1.23 -3.40 2.19  -0.6071
C 0.14 -3.53 1.84  -0.6350
H -0.31 -0.10 -4.72  0.2816
H 0.33 -4.58 1.63  0.4722
H -0.37 0.91 -6.17  0.2468
C -1.45 1.55 2.05  -0.3875
C -0.91 0.61 -5.28  -0.6967
C 0.50 -2.66 0.66  -1.1429
H -1.59 2.39 1.39  0.3851
H -1.29 -0.93 1.41  0.6998
C 1.31 -0.52 3.22  0.4635
H -1.29 -2.87 2.99  0.3409
O 0.56 0.71 -2.41  -0.2682
C -0.35 -0.51 1.75  -0.6929
C -1.40 1.98 3.51  -1.1915
C -1.60 1.51 -3.19  -0.6786
C 1.97 -1.01 1.94  -0.0095
H 1.38 -3.09 0.19  0.4453
O -0.03 -0.87 3.12  -0.4892
S 3.19 0.16 1.30  -0.2653

Output
orbital gap: 9.9 eV
2S+1: 1
SMILES string: CCO[C@@H]1OC(=O)[C@H](S)[C@H]1CCO.COCCOC

No. 4
Below is 2 unconnected molecules or ions with the total composition C3H10NOS2, with properties calculated with ωB97M-V/def2-TZVPD.

Last column: Mulliken charge in e.
CARTESIAN COORDINATES (ANGSTROEM)
C 2.04 -0.57 -0.51  0.0470
H -1.95 0.62 1.83  0.3647
H -2.12 -0.46 -1.00  0.3528
C -1.02 0.68 1.26  -1.0689
H -0.99 1.69 0.82  0.3370
H 3.36 1.35 -0.49  0.1832
H -0.72 -2.28 -1.51  0.3276
H -0.61 -1.30 0.88  0.2210
S 2.72 -0.91 1.10  0.0232
H 3.44 0.30 1.40  0.1973
H -0.51 0.51 -1.47  0.3296
C -0.96 -0.43 -1.00  -0.5606
N -0.62 -0.45 0.40  -0.0663
O -0.34 -1.47 -1.66  -0.5211
S 2.21 0.95 -1.20  0.0531
H 1.36 -1.26 -0.87  0.4127
H -0.48 0.71 2.14  0.3677

Output
charge: +1
energy above the lowest of the compared OMol25 structures with the same formula, charge and spin: 74.7 kcal/mol
orbital gap (alpha / beta): 6.7 / 6.7 eV
2S+1: 1

No. 5
Below is a molecular structure, C13H34FeO5, with properties calculated with ωB97M-V/def2-TZVPD.

Last column: Mulliken charge in e.
CARTESIAN COORDINATES (ANGSTROEM)
H -2.66 -3.22 1.96  0.2310
H -0.13 -2.38 -3.36  0.3093
O 1.65 0.43 -0.51  -0.3043
H -1.66 0.88 -4.50  0.3790
C -0.75 -1.37 3.76  -1.2013
C 3.09 2.14 -1.44  -1.0920
H -0.50 -3.89 0.71  0.2792
H 1.51 -0.63 5.31  0.3906
H -2.39 1.45 0.14  0.2732
H -1.18 -0.38 3.96  0.3243
C -2.64 -3.42 0.88  -0.9776
H -1.35 -1.68 2.90  0.0874
H -0.64 4.49 -0.38  0.4119
C 0.70 -1.12 3.41  0.3186
C 0.25 2.59 1.52  -1.0672
O 0.80 -0.67 2.04  -0.0417
H 3.61 0.11 -1.00  0.2726
H 1.24 -2.07 3.45  0.4182
H 1.69 -0.92 1.77  0.1220
H -1.77 -0.40 -2.26  0.2106
O -1.50 1.32 0.46  -0.4065
C 0.55 -1.53 -3.36  -1.3782
H 0.55 3.57 1.91  0.4804
C -1.19 -0.10 -4.55  -1.6388
H 1.17 -1.59 -2.46  0.1939
H -1.97 -0.87 -4.54  0.4207
H 0.11 1.95 2.40  0.0684
H -1.76 3.17 1.43  0.2632
H -1.87 3.52 -1.06  0.3961
C -1.05 2.67 0.77  0.6286
H 1.08 2.13 0.98  0.1403
H 0.49 0.61 -3.48  0.1461
H -3.35 -2.76 0.39  0.2250
H -0.73 -0.19 -5.53  0.4053
O -0.90 -0.01 -2.15  -0.1025
C -0.20 -0.23 -3.40  0.7743
O -0.87 -1.99 0.10  -0.8921
H -1.37 -3.77 -0.79  0.2870
H 1.22 -1.64 -4.22  0.3944
C -1.29 -3.30 0.21  -0.5678
H 3.43 2.48 -0.45  0.2833
C 1.35 -0.12 4.36  -1.3926
H 2.22 2.72 -1.74  0.1862
H -0.17 2.95 -1.16  0.0695
C -0.92 3.44 -0.53  -1.1612
H 3.95 2.29 -2.08  0.3948
Fe -0.10 -0.25 -0.04  1.3047
H 0.68 0.72 4.57  0.3248
H -0.88 -2.02 4.62  0.4089
C 2.70 0.66 -1.34  -0.5155
H 2.20 0.39 3.91  0.3732
H 2.59 0.26 -2.37  0.1724
H -3.05 -4.43 0.78  0.3700

Output
orbital gap (alpha / beta): 8.3 / 7.7 eV
2S+1: 5

No. 6
Below is a molecular structure, Cl6NaO24, with properties calculated with ωB97M-V/def2-TZVPD.

Last column: Mulliken charge in e.
CARTESIAN COORDINATES (ANGSTROEM)
Cl 3.68 -0.16 5.45  1.5002
O 1.63 -4.44 0.18  -0.6335
Cl -3.11 -1.63 -5.70  1.5536
O 2.33 -6.03 1.58  -0.6357
O -4.17 -0.34 2.21  -0.5675
O -3.05 5.70 -1.33  -0.5852
O -2.29 -2.78 -6.10  -0.6796
O 4.62 0.92 5.45  -0.6456
O 4.17 2.02 -1.26  -0.6502
O -1.24 5.04 -0.02  -0.6095
O -0.07 -5.63 1.51  -0.6265
O -2.47 -0.53 -6.39  -0.6303
O 2.93 -0.30 4.11  -0.5786
O 2.75 0.23 6.51  -0.6419
O -5.45 1.43 3.20  -0.6411
O -1.17 7.23 -1.11  -0.5912
O 4.08 0.67 -3.43  -0.6005
O 1.11 -6.72 -0.29  -0.6625
O -2.98 -1.42 -4.28  -0.5953
O 4.45 -1.36 5.74  -0.6344
O 5.03 2.81 -3.26  -0.6213
Cl -1.66 5.89 -1.11  1.4655
Cl -4.96 0.07 3.30  1.5560
O -4.36 -0.21 4.66  -0.6521
Na -0.05 0.16 -0.35  0.9986
Cl 4.66 1.65 -2.64  1.5982
O -6.18 -0.67 3.15  -0.6954
O -0.90 5.02 -2.11  -0.6795
O -4.47 -1.96 -6.10  -0.6490
Cl 1.20 -5.71 0.77  1.5583
O 5.92 1.07 -2.35  -0.7238

Output
charge: -5
energy above the lowest of the compared OMol25 structures with the same formula, charge and spin: 0.0 kcal/mol
orbital gap: 6.8 eV
2S+1: 1

No. 7
Below is 12 unconnected molecules or ions with the total composition C10H44O17, with properties calculated with ωB97M-V/def2-TZVPD.

Last column: Mulliken charge in e.
CARTESIAN COORDINATES (ANGSTROEM)
O 0.67 0.67 -3.39  -0.5995
H 3.50 -3.97 -0.44  0.2957
H -3.74 -1.43 -1.58  0.3564
O -3.81 -1.13 -0.69  -0.4993
H 1.53 2.69 0.40  0.2412
H 2.32 -3.08 -1.41  0.2093
H -0.40 -2.12 3.47  0.3725
H -5.81 0.29 0.39  0.3487
H -3.21 -0.74 -3.66  0.3275
H 3.92 -1.47 0.16  0.3046
O -0.26 2.12 3.44  -0.5543
H -0.75 -3.91 1.13  0.3305
C -4.02 0.25 -0.75  0.0301
O -1.60 -0.03 -4.82  -0.6474
O 3.31 0.48 -2.35  -0.5583
H 1.55 4.94 2.18  0.2823
H -2.78 -2.09 -5.63  0.2631
C -1.08 -1.37 -4.66  -0.0415
H 3.91 4.40 2.74  0.3668
H -2.25 -3.24 -4.43  0.4054
H 2.68 -2.60 1.64  0.3584
H 3.38 -0.22 -1.70  0.4157
H 4.57 3.52 0.89  0.2846
H -0.36 2.24 -0.57  0.2687
H -1.05 2.45 3.84  0.2895
H -4.84 1.78 0.39  0.3138
H 4.04 0.38 -2.92  0.2293
H -0.05 2.76 2.75  0.2877
H -0.42 -1.57 -3.83  0.1158
O 3.77 -1.96 -0.64  -0.5774
C 0.44 1.81 -2.55  -0.7350
C 3.30 3.57 2.35  -0.4242
O -2.98 0.84 4.63  -0.6698
H 2.42 4.77 0.67  0.3794
H 1.39 2.36 -2.52  0.2860
C 0.06 1.42 -1.17  0.0557
H 0.54 -1.91 1.45  0.1336
O 1.25 1.00 -0.58  0.0357
C -4.82 0.68 0.43  -0.6237
H 1.11 0.06 -0.25  0.0285
C -2.35 -2.21 -4.61  -0.5876
H 3.90 1.04 1.49  0.3328
O -0.55 -4.77 0.71  -0.6221
C 2.05 -2.91 0.78  -0.5936
H -0.08 0.16 3.86  0.3653
O -3.18 -1.71 -3.59  -0.5550
H -0.88 0.51 -4.47  0.4404
H -0.65 0.57 -1.16  0.1443
C 2.12 4.22 1.55  -0.5073
H 1.48 0.24 -3.02  0.2761
H -0.33 2.48 -2.99  0.4214
H -3.58 1.22 5.34  0.2988
O 3.51 0.16 1.42  -0.6401
H -4.46 0.44 -1.77  0.3905
O -0.49 -2.86 2.90  -0.6785
H -1.35 -0.11 4.51  0.2955
H 1.57 -3.83 1.00  0.5332
O 1.26 3.15 1.25  -0.4848
H -0.53 -1.75 -5.56  0.2589
H 0.01 -3.63 3.18  0.3329
H -1.30 -4.90 0.11  0.2950
C 2.95 -3.04 -0.45  -0.5115
O -0.55 -0.59 4.30  -0.6797
O 1.11 -1.78 0.70  -0.2767
H -3.04 0.82 -0.68  -0.0882
H 2.94 2.91 3.14  0.2672
H 2.57 0.25 1.27  0.2465
O -4.24 0.25 1.60  -0.4387
H -3.56 0.72 3.81  0.3514
O 4.16 2.88 1.48  -0.5676
H -3.89 -0.61 1.49  0.2952

Output
energy above the lowest of the compared OMol25 structures with the same formula, charge and spin: 19.9 kcal/mol
orbital gap: 10.4 eV
2S+1: 1
SMILES string: OCCO.OCCO.OCCO.OCCO.OCCO.O.O.O.O.O.O.O

No. 8
Below is C4H3BrClNO4S in the gas phase, with properties calculated with ωB97M-V/def2-TZVPD.

Last column: Mulliken charge in e.
CARTESIAN COORDINATES (ANGSTROEM)
H 1.55 1.54 0.50  0.3884
O 0.37 -2.27 2.10  -0.5048
N 0.77 -1.76 1.08  0.8356
Br -2.91 0.26 -1.89  0.0073
C 0.20 -0.29 0.87  0.2186
C -1.08 -0.50 0.22  0.2584
H 0.32 0.27 1.92  0.2162
H 1.81 0.18 -0.74  0.3826
Cl -2.17 -1.75 0.66  -0.1404
C -1.36 0.28 -0.90  -0.2201
O -0.39 2.71 -0.52  -0.5898
O 0.34 1.52 -2.46  -0.6072
S -0.02 1.48 -1.09  1.0691
O 1.46 -2.27 0.25  -0.5504
C 1.12 0.62 -0.01  -0.7634

Output
energy above the lowest of the compared OMol25 structures with the same formula, charge and spin: 0.4 kcal/mol
orbital gap: 9.5 eV
2S+1: 1
SMILES string: O=[N+]([O-])[C@H]1CS(=O)(=O)C(Br)=C1Cl

No. 9
Below is C3H3Br2NS in the gas phase, with properties calculated with ωB97M-V/def2-TZVPD.

Last column: Mulliken charge in e.
CARTESIAN COORDINATES (ANGSTROEM)
C -2.22 0.00 -0.18  0.0626
S -2.07 1.40 -1.39  0.0573
H -0.56 -0.89 1.08  0.3496
C 0.10 0.57 -0.49  -0.3055
H 0.94 0.85 0.31  0.2762
Br -0.43 3.32 0.42  -0.1211
C -0.97 -0.25 0.26  -0.2356
Br -3.96 -0.65 0.31  -0.0957
H 0.54 -0.14 -1.29  0.2427
N -0.45 1.70 -1.02  -0.2304

Output
energy above the lowest of the compared OMol25 structures with the same formula, charge and spin: 35.0 kcal/mol
orbital gap: 7.6 eV
2S+1: 1
SMILES string: BrC1=CCN(Br)S1

No. 10
Below is C4H13N3 in the gas phase, with properties calculated with ωB97M-V/def2-TZVPD.

Last column: Mulliken charge in e.
CARTESIAN COORDINATES (ANGSTROEM)
H -2.20 1.03 -1.90  0.2151
H -0.28 -0.45 1.82  0.3653
N 0.55 -0.45 -1.83  -0.6317
C -0.26 -0.14 -0.54  0.2094
H 0.89 2.03 1.46  0.2346
H 2.70 -0.29 1.72  0.3564
H -2.07 -0.34 0.61  0.2177
H 1.38 -1.09 -1.53  0.2335
H 0.77 -1.69 0.87  0.3458
N 1.39 1.38 2.04  -0.6599
H 2.17 0.54 0.16  0.2950
N -2.54 0.10 -1.52  -0.5154
H -1.71 -1.64 -0.57  0.3104
H 0.01 0.93 -0.46  0.0544
H 2.25 1.85 2.08  0.2406
C -1.70 -0.60 -0.53  -0.4393
C 0.40 -0.64 0.89  -0.8938
C 1.78 0.21 1.20  -0.4166
H 0.02 -1.01 -2.47  0.2813
H -3.54 0.26 -1.51  0.1971

Output
energy above the lowest of the compared OMol25 structures with the same formula, charge and spin: 58.5 kcal/mol
orbital gap: 10.0 eV
2S+1: 1
SMILES string: NCC[C@@H](N)CN

No. 11
Below is C4H7NO2 in the gas phase, with properties calculated with ωB97M-V/def2-TZVPD.

Last column: Mulliken charge in e.
CARTESIAN COORDINATES (ANGSTROEM)
C 0.45 0.82 0.51  -0.7982
H -1.03 0.29 -1.02  0.2897
H -1.50 -1.46 0.33  0.2360
N -0.50 -1.39 0.23  -0.6399
C 0.79 -0.51 -1.62  -0.2889
H 1.33 0.30 0.92  0.3093
O 0.39 -1.05 -2.62  -0.4493
H -0.25 -2.17 -0.38  0.2681
C -0.16 -0.13 -0.50  0.4783
H -0.11 1.80 2.43  0.3673
H 0.90 1.73 0.10  0.3325
C -0.52 1.21 1.59  0.0106
O -1.68 0.93 1.54  -0.4690
H 1.88 -0.35 -1.51  0.3535

Output
energy above the lowest of the compared OMol25 structures with the same formula, charge and spin: 40.1 kcal/mol
orbital gap: 10.6 eV
2S+1: 1
SMILES string: N[C@H](C=O)CC=O

No. 12
Below is C17H20N2O4 in the gas phase, with properties calculated with ωB97M-V/def2-TZVPD.

Last column: Mulliken charge in e.
CARTESIAN COORDINATES (ANGSTROEM)
H 3.65 -0.42 -4.79  0.3684
C -0.13 -1.26 3.46  -0.9803
C -0.73 -0.63 5.85  0.4470
H 3.38 2.42 -1.13  0.3201
H 4.19 0.90 -1.51  0.3753
H -0.04 -1.22 -2.88  0.3835
C 0.86 1.76 -2.07  -1.3472
O -0.75 0.26 6.68  -0.6277
C -0.29 0.73 -2.06  0.0226
H 0.30 -2.19 3.79  0.3009
H 1.15 -0.68 -4.91  0.5302
O -2.55 -0.26 -3.33  -0.4517
C -0.09 -0.95 2.12  -0.5216
H -0.88 -2.68 5.53  0.1839
N -0.76 -1.94 6.21  -0.3768
H -1.24 1.26 -2.07  0.7806
H 0.68 2.47 -2.88  0.4076
H 0.34 -1.64 1.41  0.5359
H -1.56 1.55 4.65  0.4260
C -1.45 -0.25 -4.10  0.0199
C 2.18 1.07 -2.27  0.5569
C -0.67 -0.37 4.38  0.5541
H -1.52 2.12 2.24  0.3436
O -1.50 -0.29 -5.30  -0.5940
C 3.45 -0.57 -3.73  -1.7432
O 0.20 -1.22 -0.73  -0.6901
H 4.34 -0.32 -3.17  0.3820
H 2.93 0.93 -0.28  0.2845
C -0.20 -0.08 -0.77  0.0988
C -0.60 0.26 1.66  0.9534
H -0.96 1.56 0.14  0.2603
C -1.16 0.86 3.93  -0.9153
C -0.18 -0.20 -3.28  0.2588
C -1.13 1.17 2.59  -0.5323
C 2.27 0.26 -3.32  0.9838
H -3.34 -0.33 -3.90  0.3611
H -0.85 -2.16 7.18  0.2219
C 1.03 0.11 -4.17  -1.1868
H 0.87 2.32 -1.13  0.5380
C 3.24 1.34 -1.25  -1.6037
H 3.23 -1.62 -3.58  0.3199
N -0.59 0.63 0.32  0.0111
H 0.83 1.04 -4.72  0.3406

Output
energy above the lowest of the compared OMol25 structures with the same formula, charge and spin: 5.2 kcal/mol
orbital gap: 9.1 eV
2S+1: 1
SMILES string: CC1=C(C)C[C@H](C(=O)Nc2ccc(C(N)=O)cc2)[C@@H](C(=O)O)C1

| no. | strongest force on any atom (hartree/bohr) |
| --- | --- |
| 1 | 0.0951 |
| 2 | 0.0584 |
| 3 | 0.0390 |
| 4 | 0.1052 |
| 5 | 0.0279 |
| 6 | 0.1922 |
| 7 | 0.0590 |
| 8 | 0.0829 |
| 9 | 0.1045 |
| 10 | 0.1058 |
| 11 | 0.0125 |
| 12 | 0.0118 |